1.
This record from the Open Molecules 2025 dataset describes a 2-piece molecular cluster, CH3N5O2 overall at a distorted geometry. The level of theory is wB97M-V/def2-TZVPD.

## Properties
Maximum force = 0.1441 Eh/bohr
DFT total energy = -463.81255 a.u.
LUMO energy = -0.95 eV
Kohn-Sham gap = 8.5924 eV
Total charge = 0
Energy above the lowest of the compared OMol25 structures with the same formula, charge and spin = 139.2 kcal/mol

Last column: Mulliken charge in e.
Cartesian coordinates (Å):
1 O 2.20939 0.98262 -0.03868  -0.390
2 O 0.65102 -1.13416 -1.39533  -0.491
3 N -0.39107 0.01333 -1.05107  0.085
4 N -1.79245 -0.60292 0.87419  -0.280
5 N -1.54279 -0.81650 -0.41072  -0.289
6 N 1.12166 1.07744 0.69067  -0.275
7 N -1.01658 0.30325 1.16662  0.266
8 C 0.15434 0.43539 0.23251  0.267
9 H 0.41691 -1.73437 -0.23135  0.433
10 H 2.11134 0.01487 -0.66901  0.433
11 H -0.98910 0.49734 2.08945  0.240

2.
This record from the Open Molecules 2025 dataset describes CH3N5O4 as an isolated structure at a distorted geometry. The level of theory is wB97M-V/def2-TZVPD.

## Properties
Maximum force = 0.1038 Eh/bohr
DFT total energy = -614.36025 a.u.
LUMO energy = -0.49 eV
Kohn-Sham gap = 9.9894 eV
Total charge = 0
Energy above the lowest of the compared OMol25 structures with the same formula, charge and spin = 9.3 kcal/mol

Last column: Mulliken charge in e.
Cartesian coordinates (Å):
1 O -0.93560 1.74563 1.41251  -0.550
2 O -2.71315 -1.25650 3.32174  -0.555
3 O -2.00031 -2.37956 1.59237  -0.593
4 O -2.79471 1.33253 2.41475  -0.577
5 N -0.22650 -1.20830 -1.54219  -0.303
6 N 0.59878 0.62919 -0.25623  -0.473
7 N -1.81000 0.91521 1.88740  1.202
8 N -1.40805 -0.30218 1.81418  -0.561
9 N -2.09987 -1.35734 2.24508  0.947
10 C 0.31867 -0.38645 -0.93914  0.420
11 H -0.26529 1.18625 0.65982  0.477
12 H 1.57357 0.80432 -0.12075  0.205
13 H -0.48371 -2.19683 -1.23982  0.361

3.
This record from the Open Molecules 2025 dataset describes an isolated molecule of CH3NO at a distorted geometry. The level of theory is wB97M-V/def2-TZVPD.

## Properties
Maximum force = 0.1193 Eh/bohr
DFT total energy = -169.78809 a.u.
LUMO energy = 1.06 eV
SMILES = C=NO
Kohn-Sham gap = 10.7547 eV
Total charge = 0
Energy above the lowest of the compared OMol25 structures with the same formula, charge and spin = 75.0 kcal/mol

Last column: Mulliken charge in e.
Cartesian coordinates (Å):
1 O 1.33750 -0.08276 -0.34178  -0.305
2 N 0.05868 -0.04928 -0.56064  -0.315
3 C -0.77292 -0.26020 0.44139  -0.290
4 H -0.32884 -0.13402 1.49624  0.281
5 H 1.60035 0.44161 -1.12582  0.409
6 H -1.89477 0.08466 0.09062  0.219

4.
This record from the Open Molecules 2025 dataset describes an isolated molecule of CH3NO at a distorted geometry. The level of theory is wB97M-V/def2-TZVPD.

## Properties
Maximum force = 0.0716 Eh/bohr
DFT total energy = -169.89969 a.u.
LUMO energy = 1.03 eV
SMILES = NC=O
Kohn-Sham gap = 11.3277 eV
Total charge = 0
Energy above the lowest of the compared OMol25 structures with the same formula, charge and spin = 5.0 kcal/mol

Last column: Mulliken charge in e.
Cartesian coordinates (Å):
1 O -0.22815 -1.35156 1.66366  -0.467
2 N -0.01231 0.44579 0.15799  -0.433
3 C -0.11026 -0.98260 0.53854  0.134
4 H -0.15294 -1.60594 -0.35940  0.293
5 H 0.40954 0.63705 -0.73584  0.232
6 H 0.25913 1.05414 0.91334  0.240

5.
This record from the Open Molecules 2025 dataset describes a 2-piece molecular cluster, CH3NO overall at a distorted geometry. The level of theory is wB97M-V/def2-TZVPD.

## Properties
Maximum force = 0.0536 Eh/bohr
DFT total energy = -169.75206 a.u.
LUMO energy (alpha / beta) = -0.29 / 0.13 eV
Kohn-Sham gap (alpha / beta) = 7.5066 / 10.2970 eV
Total charge = 0
Energy above the lowest of the compared OMol25 structures with the same formula, charge and spin = 97.6 kcal/mol

Last column: Mulliken charge in e.
Cartesian coordinates (Å):
1 O -0.18167 0.37380 -1.75857  -0.304
2 N 0.09768 0.57358 0.55479  -0.248
3 C -0.19173 0.09539 -0.61637  0.083
4 H 0.57837 1.46754 0.65956  0.210
5 H -0.02899 0.01937 1.38818  0.289
6 H -0.27366 -2.52969 -0.22759  -0.029

6.
This record from the Open Molecules 2025 dataset describes CH3NO as an isolated structure at a distorted geometry. The level of theory is wB97M-V/def2-TZVPD.

## Properties
Maximum force = 0.1093 Eh/bohr
DFT total energy = -169.75303 a.u.
LUMO energy = 0.86 eV
Kohn-Sham gap = 10.6398 eV
Total charge = 0
Energy above the lowest of the compared OMol25 structures with the same formula, charge and spin = 97.0 kcal/mol

Last column: Mulliken charge in e.
Cartesian coordinates (Å):
1 O -0.58946 0.45644 0.89448  -0.254
2 N 0.64890 0.62809 0.28094  -0.395
3 C -0.38457 -0.09129 -0.35573  0.008
4 H -0.35818 -1.17857 -0.40517  0.212
5 H 1.54584 -0.22091 0.78022  0.233
6 H -0.86253 0.40623 -1.19474  0.197

7.
This record from the Open Molecules 2025 dataset describes an isolated molecule of CH3NO at a distorted geometry. The level of theory is wB97M-V/def2-TZVPD.

## Properties
Maximum force = 0.2018 Eh/bohr
DFT total energy = -169.75696 a.u.
LUMO energy = 0.58 eV
SMILES = C=NO
Kohn-Sham gap = 10.1642 eV
Total charge = 0
Energy above the lowest of the compared OMol25 structures with the same formula, charge and spin = 94.5 kcal/mol

Last column: Mulliken charge in e.
Cartesian coordinates (Å):
1 O -0.26589 0.26612 -1.15197  -0.367
2 N 0.17720 0.70804 -0.02343  -0.275
3 C 0.38790 -0.39741 0.59822  -0.241
4 H 0.16024 -1.41231 0.45889  0.317
5 H -1.03948 1.04666 -1.61257  0.357
6 H 0.58002 -0.21110 1.73087  0.209

8.
This record from the Open Molecules 2025 dataset describes a 2-piece molecular cluster, CH3NO overall at a distorted geometry. The level of theory is wB97M-V/def2-TZVPD.

## Properties
Maximum force = 0.0358 Eh/bohr
DFT total energy = -169.86686 a.u.
LUMO energy = 0.81 eV
SMILES = C#N.O
Kohn-Sham gap = 11.7707 eV
Total charge = 0
Energy above the lowest of the compared OMol25 structures with the same formula, charge and spin = 25.6 kcal/mol

Last column: Mulliken charge in e.
Cartesian coordinates (Å):
1 O 1.87922 -2.80836 -2.13018  -0.659
2 N 0.92997 -0.66604 -0.18466  -0.366
3 C 0.00000 0.00000 0.00000  0.079
4 H 2.36937 -2.33632 -1.41941  0.361
5 H 0.96826 -2.43838 -2.09107  0.319
6 H -0.95571 0.49652 0.00393  0.265

9.
This record from the Open Molecules 2025 dataset describes a 2-piece molecular cluster, CH3NO overall at a distorted geometry. The level of theory is wB97M-V/def2-TZVPD.

## Properties
Maximum force = 0.0624 Eh/bohr
DFT total energy = -169.88371 a.u.
LUMO energy = 1.26 eV
Kohn-Sham gap = 11.2383 eV
Total charge = 0
Energy above the lowest of the compared OMol25 structures with the same formula, charge and spin = 15.0 kcal/mol

Last column: Mulliken charge in e.
Cartesian coordinates (Å):
1 O -4.19316 -0.04284 0.04939  -0.161
2 N 0.21369 0.24713 0.46314  -0.613
3 C -3.19028 -0.42200 -0.32576  0.148
4 H 0.65755 -0.30856 1.10998  0.198
5 H 0.07662 -0.27178 -0.33925  0.212
6 H 0.69963 1.09350 0.15475  0.216

10.
This record from the Open Molecules 2025 dataset describes an isolated molecule of CH3NO at a distorted geometry. The level of theory is wB97M-V/def2-TZVPD.

## Properties
Maximum force = 0.0732 Eh/bohr
DFT total energy = -169.80524 a.u.
LUMO energy = 1.01 eV
SMILES = C=NO
Kohn-Sham gap = 11.0884 eV
Total charge = 0
Energy above the lowest of the compared OMol25 structures with the same formula, charge and spin = 64.2 kcal/mol

Last column: Mulliken charge in e.
Cartesian coordinates (Å):
1 O -1.40798 -0.20696 -0.04852  -0.299
2 N -0.28539 -0.89886 -0.01964  -0.144
3 C 0.71932 -0.10215 -0.06137  -0.296
4 H 0.64398 1.05315 -0.04811  0.170
5 H -1.30232 0.74103 0.11108  0.299
6 H 1.63238 -0.58621 0.06656  0.270